(1)
Density functional theory data (ωB97M-V/def2-TZVPD) for a cluster of 17 separate species, C51H119N16O16 in total in a non-equilibrium geometry.

Bonds (Å) are listed after each position.
Element x y z (Å)
1 C 1.19943 -3.06745 -0.63656  C2 1.573, H12 1.090, H13 1.090, H14 1.090
2 C 0.72693 -2.11055 0.51935  C1 1.573, C3 1.563, N7 1.560, C11 1.521
3 C 1.95261 -1.71265 1.40329  C2 1.563, C4 1.558, H15 1.090, H16 1.090
4 C 1.61894 -0.65315 2.49593  C3 1.558, C5 1.576, H17 1.090, H18 1.090
5 C 0.41122 0.30867 2.18024  C4 1.576, C6 1.575, H19 1.090, H20 1.090
6 C 0.14317 0.51212 0.64171  C5 1.575, N7 1.488, C9 1.596, C10 1.521
7 N 0.08552 -0.80588 -0.04734  C2 1.560, C6 1.488, O8 1.355
8 O -0.55882 -0.81912 -1.23918  N7 1.355
9 C 1.32196 1.39588 0.02856  C6 1.596, H21 1.090, H22 1.090, H23 1.090
10 C -1.22636 1.16691 0.54768  C6 1.521, H24 1.090, H25 1.090, H26 1.090
11 C -0.34665 -2.76562 1.37558  C2 1.521, H27 1.090, H28 1.090, H29 1.090
12 H 1.74891 -3.92484 -0.24792  C1 1.090
13 H 1.90523 -2.55448 -1.28987  C1 1.090
14 H 0.50033 -3.43238 -1.38901  C1 1.090
15 H 2.73233 -1.37222 0.72196  C3 1.090
16 H 2.30464 -2.68243 1.75496  C3 1.090
17 H 2.43731 0.03025 2.72247  C4 1.090
18 H 1.39884 -1.21846 3.40151  C4 1.090
19 H 0.54014 1.29334 2.62956  C5 1.090
20 H -0.46587 -0.11691 2.66776  C5 1.090
21 H 2.31075 0.93799 0.05556  C9 1.090
22 H 1.36334 2.40213 0.44552  C9 1.090
23 H 1.20423 1.48603 -1.05131  C9 1.090
24 H -1.92305 0.46199 1.00133  C10 1.090
25 H -1.66457 1.25588 -0.44638  C10 1.090
26 H -1.21692 2.16784 0.97913  C10 1.090
27 H 0.07685 -3.60428 1.92821  C11 1.090
28 H -1.13130 -3.23792 0.78451  C11 1.090
29 H -1.01667 -2.21036 2.03197  C11 1.090
30 O -2.41616 -6.17160 -7.26256  C31 1.250
31 C -1.73802 -5.93484 -8.28578  O30 1.250, N32 1.311, C33 1.531
32 N -0.74051 -5.08402 -8.31295  C31 1.311, H34 1.010, H35 1.010
33 C -2.06594 -6.63623 -9.60612  C31 1.531, H36 1.090, H37 1.090, H38 1.090
34 H -0.38778 -4.93413 -9.24741  N32 1.010
35 H -0.29010 -4.59712 -7.55128  N32 1.010
36 H -1.66663 -7.64456 -9.49695  C33 1.090
37 H -1.57226 -6.20150 -10.47526  C33 1.090
38 H -3.14967 -6.62297 -9.72219  C33 1.090
39 O -2.68984 -2.57167 7.65540  C40 1.197
40 C -3.57953 -1.82300 7.93848  O39 1.197, N41 1.331, C42 1.486
41 N -3.42849 -0.52756 8.20612  C40 1.331, H43 1.010, H44 1.010
42 C -4.98909 -2.26851 7.78352  C40 1.486, H45 1.090, H46 1.090, H47 1.090
43 H -2.45853 -0.26793 8.09720  N41 1.010
44 H -4.22288 0.09597 8.22226  N41 1.010
45 H -5.74526 -1.48846 7.87213  C42 1.090
46 H -5.17553 -2.85909 8.68049  C42 1.090
47 H -5.21682 -2.84560 6.88731  C42 1.090
48 O 4.84180 -0.51992 -5.28229  C49 1.187
49 C 5.86623 -0.54668 -5.88041  O48 1.187, N50 1.281, C51 1.502
50 N 7.02678 -0.32269 -5.38622  C49 1.281, H52 1.010, H53 1.010
51 C 5.90701 -1.09107 -7.27934  C49 1.502, H54 1.090, H55 1.090, H56 1.090
52 H 7.86648 -0.44681 -5.93358  N50 1.010
53 H 7.07710 -0.01963 -4.42407  N50 1.010
54 H 6.30371 -2.10556 -7.24031  C51 1.090
55 H 6.60468 -0.54056 -7.91045  C51 1.090
56 H 4.94158 -1.08144 -7.78527  C51 1.090
57 O -7.58404 -9.36535 -0.03391  C58 1.215
58 C -6.40319 -9.59844 0.12896  O57 1.215, N59 1.333, C60 1.543
59 N -5.50703 -9.05595 -0.69504  C58 1.333, H61 1.010, H62 1.010
60 C -5.90164 -10.44005 1.32089  C58 1.543, H63 1.090, H64 1.090, H65 1.090
61 H -5.85670 -8.58698 -1.51839  N59 1.010
62 H -4.52321 -9.26232 -0.59700  N59 1.010
63 H -5.11723 -9.95602 1.90272  C60 1.090
64 H -5.67392 -11.46311 1.02158  C60 1.090
65 H -6.77230 -10.53184 1.97021  C60 1.090
66 O -1.49764 5.52313 -6.62782  C67 1.209
67 C -0.94769 5.46198 -7.70276  O66 1.209, N68 1.337, C69 1.488
68 N -0.87230 6.52050 -8.51678  C67 1.337, H70 1.010, H71 1.010
69 C -0.47285 4.14513 -8.20846  C67 1.488, H72 1.090, H73 1.090, H74 1.090
70 H -1.29516 7.40098 -8.25978  N68 1.010
71 H -0.58533 6.43074 -9.48099  N68 1.010
72 H -1.32326 3.59360 -8.60937  C69 1.090
73 H 0.12399 3.61388 -7.46705  C69 1.090
74 H 0.13418 4.28193 -9.10339  C69 1.090
75 O 7.42045 -7.72629 -3.59310  C76 1.246
76 C 8.54866 -7.21946 -3.44361  O75 1.246, N77 1.337, C78 1.550
77 N 9.48974 -7.35907 -4.38279  C76 1.337, H79 1.010, H80 1.010
78 C 8.74078 -6.34118 -2.18124  C76 1.550, H81 1.090, H82 1.090, H83 1.090
79 H 9.34634 -7.95043 -5.18891  N77 1.010
80 H 10.34031 -6.81495 -4.40634  N77 1.010
81 H 8.25287 -6.80960 -1.32648  C78 1.090
82 H 8.34392 -5.32753 -2.23701  C78 1.090
83 H 9.80466 -6.27538 -1.95340  C78 1.090
84 O 3.39417 10.46644 -1.10762  C85 1.220
85 C 3.10063 9.99208 -2.19271  O84 1.220, N86 1.326, C87 1.520
86 N 1.92348 9.40343 -2.35708  C85 1.326, H88 1.010, H89 1.010
87 C 4.11968 9.83279 -3.30875  C85 1.520, H90 1.090, H91 1.090, H92 1.090
88 H 1.34635 9.42584 -1.52852  N86 1.010
89 H 1.50857 9.09468 -3.22463  N86 1.010
90 H 3.87986 9.18578 -4.15253  C87 1.090
91 H 5.00461 9.42721 -2.81833  C87 1.090
92 H 4.43094 10.82499 -3.63550  C87 1.090
93 O 5.76186 -9.59554 4.38856  C94 1.234
94 C 5.40991 -10.04060 5.48487  O93 1.234, N95 1.331, C96 1.523
95 N 5.59216 -11.31149 5.83729  C94 1.331, H97 1.010, H98 1.010
96 C 4.98838 -9.00578 6.52033  C94 1.523, H99 1.090, H100 1.090, H101 1.090
97 H 6.09171 -11.82819 5.12766  N95 1.010
98 H 5.57224 -11.50693 6.82799  N95 1.010
99 H 5.51953 -8.07585 6.31735  C96 1.090
100 H 5.25815 -9.34998 7.51875  C96 1.090
101 H 3.90073 -9.00874 6.44885  C96 1.090
102 O 5.81661 8.97183 6.75249  C103 1.241
103 C 5.41743 9.28457 5.61975  O102 1.241, N104 1.316, C105 1.495
104 N 5.58790 10.47965 5.09489  C103 1.316, H106 1.010, H107 1.010
105 C 4.63080 8.36749 4.73869  C103 1.495, H108 1.090, H109 1.090, H110 1.090
106 H 6.16287 11.13465 5.60527  N104 1.010
107 H 5.20937 10.68552 4.18142  N104 1.010
108 H 5.05206 8.29076 3.73632  C105 1.090
109 H 3.68645 8.82010 4.43627  C105 1.090
110 H 4.50580 7.32073 5.01573  C105 1.090
111 O -10.51397 4.77307 5.82772  C112 1.227
112 C -10.48209 3.81448 5.06281  O111 1.227, N113 1.374, C114 1.482
113 N -9.25590 3.21666 4.90124  C112 1.374, H115 1.010, H116 1.010
114 C -11.63103 3.19438 4.36110  C112 1.482, H117 1.090, H118 1.090, H119 1.090
115 H -8.51588 3.70116 5.38882  N113 1.010
116 H -9.05064 2.52031 4.19907  N113 1.010
117 H -11.40939 2.84446 3.35288  C114 1.090
118 H -12.47387 3.87886 4.26499  C114 1.090
119 H -11.96498 2.30881 4.90180  C114 1.090
120 O -8.14790 -2.00289 1.32787  C121 1.214
121 C -8.32162 -3.07241 0.77952  O120 1.214, N122 1.316, C123 1.510
122 N -8.66331 -4.13604 1.47428  C121 1.316, H124 1.010, H125 1.010
123 C -8.35541 -3.08656 -0.72960  C121 1.510, H126 1.090, H127 1.090, H128 1.090
124 H -8.81949 -4.10366 2.47161  N122 1.010
125 H -8.75709 -5.01269 0.98154  N122 1.010
126 H -9.07921 -3.84193 -1.03558  C123 1.090
127 H -7.37972 -3.46422 -1.03539  C123 1.090
128 H -8.51624 -2.08057 -1.11718  C123 1.090
129 O -3.95192 8.93419 1.13217  C130 1.253
130 C -5.13010 8.70906 0.77059  O129 1.253, N131 1.317, C132 1.453
131 N -5.38750 8.13256 -0.38527  C130 1.317, H133 1.010, H134 1.010
132 C -6.27804 9.00595 1.61020  C130 1.453, H135 1.090, H136 1.090, H137 1.090
133 H -4.62198 7.79038 -0.94828  N131 1.010
134 H -6.31276 7.81215 -0.63290  N131 1.010
135 H -7.07475 8.26726 1.69781  C132 1.090
136 H -6.72505 9.94865 1.29460  C132 1.090
137 H -5.94539 9.12107 2.64179  C132 1.090
138 O 2.93319 1.89016 9.35396  C139 1.232
139 C 4.12331 1.64739 9.56022  O138 1.232, N140 1.279, C141 1.524
140 N 4.89656 2.66098 9.66257  C139 1.279, H142 1.010, H143 1.010
141 C 4.61908 0.22057 9.76257  C139 1.524, H144 1.090, H145 1.090, H146 1.090
142 H 4.42830 3.55573 9.67864  N140 1.010
143 H 5.90395 2.62925 9.72776  N140 1.010
144 H 3.83325 -0.49876 9.53206  C141 1.090
145 H 5.02925 0.06371 10.76020  C141 1.090
146 H 5.33455 -0.00505 8.97180  C141 1.090
147 C -8.60163 6.78743 -5.92775  C148 1.567, H154 1.090, H155 1.090, H156 1.090
148 C -10.01964 6.44722 -5.35369  C147 1.567, N149 1.415, H157 1.090, H158 1.090
149 N -9.88018 6.46157 -3.94560  C148 1.415, C150 1.474, C152 1.466
150 C -10.02071 5.12477 -3.34065  N149 1.474, C151 1.578, H159 1.090, H160 1.090
151 C -11.39199 4.36800 -3.53094  C150 1.578, H161 1.090, H162 1.090, H163 1.090
152 C -10.63955 7.53065 -3.29116  N149 1.466, C153 1.560, H164 1.090, H165 1.090
153 C -10.15941 8.93065 -3.78512  C152 1.560, H166 1.090, H167 1.090, H168 1.090
154 H -7.82302 6.31372 -5.32985  C147 1.090
155 H -8.53015 7.87032 -5.82606  C147 1.090
156 H -8.51643 6.43603 -6.95603  C147 1.090
157 H -10.81697 7.01703 -5.83086  C148 1.090
158 H -10.23083 5.43266 -5.69158  C148 1.090
159 H -9.12423 4.56201 -3.60088  C150 1.090
160 H -9.93470 5.30405 -2.26894  C150 1.090
161 H -11.72431 4.29495 -4.56648  C151 1.090
162 H -11.33665 3.36382 -3.11062  C151 1.090
163 H -12.20616 4.92358 -3.06560  C151 1.090
164 H -10.48386 7.46779 -2.21416  C152 1.090
165 H -11.72252 7.46250 -3.39421  C152 1.090
166 H -9.21917 9.22015 -3.31585  C153 1.090
167 H -10.77950 9.74232 -3.40460  C153 1.090
168 H -10.13075 9.09584 -4.86216  C153 1.090
169 C 9.65856 3.58331 -0.29251  C170 1.518, H176 1.090, H177 1.090, H178 1.090
170 C 10.59640 2.64603 0.44594  C169 1.518, N171 1.503, H179 1.090, H180 1.090
171 N 9.93653 1.84197 1.53068  C170 1.503, C172 1.517, C174 1.407
172 C 10.79701 0.67980 1.98883  N171 1.517, C173 1.524, H181 1.090, H182 1.090
173 C 10.13972 -0.23908 3.01233  C172 1.524, H183 1.090, H184 1.090, H185 1.090
174 C 9.42938 2.65219 2.56325  N171 1.407, C175 1.530, H186 1.090, H187 1.090
175 C 10.48463 3.43392 3.34914  C174 1.530, H188 1.090, H189 1.090, H190 1.090
176 H 9.80576 4.56679 0.15383  C169 1.090
177 H 8.63446 3.23564 -0.15668  C169 1.090
178 H 9.89017 3.65082 -1.35548  C169 1.090
179 H 10.65603 1.82398 -0.26734  C170 1.090
180 H 11.63360 2.95268 0.58109  C170 1.090
181 H 11.18081 0.23159 1.07236  C172 1.090
182 H 11.64651 1.10108 2.52637  C172 1.090
183 H 9.83761 0.28457 3.91931  C173 1.090
184 H 9.38554 -0.89621 2.57936  C173 1.090
185 H 10.86713 -0.98612 3.33002  C173 1.090
186 H 8.90897 1.95931 3.22444  C174 1.090
187 H 8.58072 3.28959 2.31507  C174 1.090
188 H 11.11963 2.70480 3.85239  C175 1.090
189 H 10.05230 3.94406 4.20992  C175 1.090
190 H 11.11175 4.08989 2.74539  C175 1.090
191 O 0.15834 -11.47582 -0.63580  C192 1.206
192 C 0.79404 -12.35163 -1.16899  O191 1.206, O193 1.333, C196 1.488
193 O 1.35155 -13.30844 -0.42762  C192 1.333, C194 1.377
194 C 2.04581 -14.24152 -1.16497  O193 1.377, C195 1.552, H197 1.090, H198 1.090
195 C 1.47033 -13.99702 -2.58597  C194 1.552, C196 1.522, H199 1.090, H200 1.090
196 C 0.93987 -12.57169 -2.63325  C192 1.488, C195 1.522, H201 1.090, H202 1.090
197 H 1.74010 -15.23533 -0.83786  C194 1.090
198 H 3.09911 -13.96505 -1.11798  C194 1.090
199 H 0.68134 -14.73068 -2.75139  C195 1.090
200 H 2.29001 -14.23264 -3.26471  C195 1.090
201 H -0.01249 -12.40465 -3.13647  C196 1.090
202 H 1.62548 -11.77622 -2.92523  C196 1.090

HOMO-LUMO gap = 2.794 eV
Energy above the lowest of the compared OMol25 structures with the same formula, charge and spin = 6.3626 eV
HOMO energy = -0.340 Ha
Energy = -4094.28633 hartree
Charge = +1

Here are the Löwdin charges for atoms 1 to 6, given in e: atom 1 (C): 0.00, atom 2 (C): -0.40, atom 3 (C): -0.11, atom 4 (C): -0.13, atom 5 (C): -0.11, atom 6 (C): -0.43

=====

(2)
Density functional theory data (ωB97M-V/def2-TZVPD) for the ion C4H8NO2 with charge +1 in a non-equilibrium geometry.

Bonds (Å) are listed after each position.
Element x y z (Å)
1 N 1.04471 1.48022 -1.22408  C2 1.520, H8 1.043, H9 0.998, H10 1.049
2 C 1.22336 0.69155 0.06275  N1 1.520, C3 1.533, H11 1.086, H12 1.065
3 C 0.07059 -0.31819 0.10555  C2 1.533, O4 1.363, C5 1.351
4 O 0.12881 -1.19193 -0.93941  C3 1.363, H13 1.025
5 C -0.90479 -0.30684 1.03970  C3 1.351, C6 1.515, H14 1.094
6 C -1.90518 -1.41909 1.28107  C5 1.515, O7 1.155, H15 1.119
7 O -2.47813 -1.40721 2.28443  C6 1.155
8 H 0.88229 0.78527 -1.98532  N1 1.043
9 H 1.87860 2.01946 -1.32362  N1 0.998
10 H 0.06955 1.82064 -1.40566  N1 1.049
11 H 2.17969 0.28180 -0.24714  C2 1.086
12 H 1.38358 1.13108 1.01930  C2 1.065
13 H -0.75228 -1.70114 -1.06217  O4 1.025
14 H -0.89296 0.28993 1.95633  C5 1.094
15 H -1.92785 -2.15555 0.43828  C6 1.119

HOMO-LUMO gap = 9.518 eV
Energy above the lowest of the compared OMol25 structures with the same formula, charge and spin = 2.6652 eV
HOMO energy = -0.502 Ha
Energy = -362.11553 hartree
SMILES = [NH3+]C/C(O)=C/C=O
Charge = +1

Here are the Löwdin charges for atoms 1 to 6, given in e: atom 1 (N): 0.20, atom 2 (C): -0.04, atom 3 (C): -0.33, atom 4 (O): 0.04, atom 5 (C): 0.03, atom 6 (C): -0.27

=====

(3)
Density functional theory data (ωB97M-V/def2-TZVPD) for the ion C3H4NO2 with charge +1 in a non-equilibrium geometry.

Bonds (Å) are listed after each position.
Element x y z (Å)
1 C 1.55628 0.61462 -0.09034  N4 1.395, O5 1.166, H7 1.147
2 C -0.45476 -0.86069 -0.10930  N4 1.403, O6 1.249, H8 1.056
3 C -2.20523 0.74380 -0.17655  O6 1.165, H9 1.104
4 N 0.92788 -0.62900 -0.14986  C1 1.395, C2 1.403, H10 1.014
5 O 0.90849 1.58050 -0.00755  C1 1.166
6 O -1.34033 0.00211 0.06615  C2 1.249, C3 1.165
7 H 2.69375 0.70257 0.02715  C1 1.147
8 H -0.77132 -1.86318 -0.20669  C2 1.056
9 H -2.65860 1.25709 0.68905  C3 1.104
10 H 1.34383 -1.54781 -0.04207  N4 1.014

HOMO-LUMO gap (spin up / spin down) = 8.203 / 8.205 eV
Energy above the lowest of the compared OMol25 structures with the same formula, charge and spin = 5.3031 eV
HOMO energy (spin up / spin down) = -0.523 / -0.523 Ha
Energy = -321.47151 hartree
Charge = +1

Here are the Löwdin charges for atoms 1 to 6, given in e: atom 1 (C): -0.27, atom 2 (C): 0.02, atom 3 (C): 0.22, atom 4 (N): 0.16, atom 5 (O): 0.14, atom 6 (O): 0.09